DFT (ωB97M-V with the def2-TZVPD basis set) results for a cluster of 4 separate species, C3H11O4S in total.

Its net charge is -1. Its energy above the lowest of the compared OMol25 structures with the same formula, charge and spin is 122.8 kJ/mol. The value obtained for the LUMO energy is 3.350 eV. The value obtained for the HOMO-LUMO gap is 7.0 eV. As for the HOMO energy: -3.64 eV. Its energy is -820.070450 a.u.

Structure (XYZ):
```
19
C3H11O4S, DFT ωB97M-V with the def2-TZVPD basis set
S 1.05 1.01 -0.43
O 3.88 -0.41 0.04
O -2.82 2.17 -0.42
O -0.96 1.22 2.35
O -2.42 -2.16 -0.09
C 0.73 -0.46 -1.37
C -0.22 -1.49 -0.71
C -1.59 -1.22 -0.26
H -0.22 -2.31 -1.40
H 3.08 0.12 0.22
H 0.36 -0.29 -2.47
H -0.19 1.42 1.75
H 1.70 -0.91 -1.39
H -0.47 1.11 3.34
H -2.00 -0.22 0.01
H -1.82 2.13 -0.52
H 4.49 -0.01 0.66
H -3.00 2.17 0.53
H 0.41 -1.88 0.14
```

=====

DFT (ωB97M-V with the def2-TZVPD basis set) results for a cluster of 2 separate species, C3H11P2S in total.

Its net charge is +1. Its energy above the lowest of the compared OMol25 structures with the same formula, charge and spin is 298.4 kJ/mol. The value obtained for the LUMO energy (spin up / spin down) is -5.969 / -4.820 eV. The value obtained for the HOMO-LUMO gap (spin up / spin down) is 6.9 / 7.9 eV. As for the HOMO energy (spin up / spin down): -12.90 / -12.74 eV. Its energy is -1201.399618 a.u.

Structure (XYZ):
```
17
C3H11P2S, DFT ωB97M-V with the def2-TZVPD basis set
S -0.20 -1.90 -0.70
P -0.66 0.00 -0.10
P -2.81 0.02 -0.14
C 1.41 -2.12 0.16
C -0.10 0.19 1.61
C 0.80 2.17 -1.36
H 1.63 1.95 -0.62
H -2.76 -0.47 -1.39
H 2.19 -1.66 -0.38
H -3.08 1.48 -0.42
H -0.16 1.21 1.92
H 0.00 2.88 -1.35
H 1.21 -2.12 1.16
H 0.82 1.83 -2.44
H -0.92 -0.24 2.40
H 0.86 -0.13 1.81
H 1.77 -3.10 -0.17
```

=====

DFT (ωB97M-V with the def2-TZVPD basis set) results for a structure of composition C3H12BrN6O3Y.

Its net charge is +1. Its energy above the lowest of the compared OMol25 structures with the same formula, charge and spin is 0.0 kJ/mol. As for the expectation value of S²: 0.7507. The value obtained for the LUMO energy (spin up / spin down) is -6.407 / -6.886 eV. The value obtained for the HOMO-LUMO gap (spin up / spin down) is 5.4 / 5.0 eV. Its spin multiplicity is 2. As for the HOMO energy (spin up / spin down): -11.85 / -11.85 eV. Its energy is -3287.842969 a.u.

Structure (XYZ):
```
26
C3H12BrN6O3Y, DFT ωB97M-V with the def2-TZVPD basis set
Y 2.65 -34.55 12.36
Br -0.15 -34.48 11.74
O -1.22 -30.49 12.82
O -3.88 -38.51 13.12
O -2.61 -33.61 7.42
N -0.61 -28.94 11.31
N -2.94 -38.16 11.09
N -0.63 -31.01 10.79
N -1.82 -37.71 12.94
N -4.46 -32.99 8.63
N -2.72 -33.41 9.74
C -3.21 -33.35 8.49
C -0.94 -30.15 11.68
C -2.96 -38.18 12.44
H -3.37 -33.05 10.44
H -3.80 -38.57 10.75
H -5.04 -33.01 7.80
H -0.59 -28.26 12.06
H -0.35 -28.81 10.35
H -1.76 -37.81 13.94
H -4.86 -33.13 9.55
H -0.75 -30.79 9.81
H -1.84 -33.83 9.98
H -1.20 -37.10 12.43
H -2.16 -37.97 10.49
H -0.90 -31.93 11.09
```

=====

DFT (ωB97M-V with the def2-TZVPD basis set) results for a structure of composition C3H12ClCuN6O3.

As for the expectation value of S²: 2.0047. The value obtained for the LUMO energy (spin up / spin down) is -0.789 / -5.395 eV. The value obtained for the HOMO-LUMO gap (spin up / spin down) is 8.7 / 4.1 eV. Its spin multiplicity is 3. As for the HOMO energy (spin up / spin down): -9.52 / -9.52 eV. Its energy is -2776.358087 a.u.

Structure (XYZ):
```
26
C3H12ClCuN6O3, DFT ωB97M-V with the def2-TZVPD basis set
Cu -3.28 -1.69 3.16
Cl -1.29 -0.58 2.15
O -1.09 0.99 -2.99
O 2.32 3.22 -0.60
O 1.55 -4.32 -0.40
N 1.88 -2.27 0.40
N 2.11 2.06 1.31
N -0.04 -3.23 0.69
N 0.91 1.53 -0.28
N -2.02 0.28 -1.19
N -2.24 2.40 -1.49
C -1.74 1.27 -1.95
C 1.13 -3.36 0.19
C 1.85 2.32 0.07
H 1.74 1.25 1.78
H -2.17 0.48 -0.21
H -2.75 2.35 -0.63
H 2.71 2.69 1.82
H -2.02 3.26 -1.98
H -2.11 -0.57 -1.72
H -0.74 -3.93 0.49
H 2.89 -2.28 0.32
H 1.33 -1.69 1.00
H -0.28 -2.27 0.92
H 0.53 0.89 0.40
H 0.83 1.21 -1.24
```

=====

DFT (ωB97M-V with the def2-TZVPD basis set) results for a cluster of 2 separate species, C3H12N in total.

Its net charge is +1. Its energy above the lowest of the compared OMol25 structures with the same formula, charge and spin is 143.5 kJ/mol. The value obtained for the LUMO energy is -4.089 eV. The value obtained for the HOMO-LUMO gap is 11.3 eV. As for the HOMO energy: -15.35 eV. Its energy is -175.942846 a.u.

Structure (XYZ):
```
16
C3H12N, DFT ωB97M-V with the def2-TZVPD basis set
N 1.47 -0.15 1.34
C 0.19 0.59 -1.51
C -0.79 0.57 -0.24
C -1.40 -0.88 0.05
H -0.33 1.03 0.76
H -1.54 1.34 -0.46
H 1.77 -0.83 2.06
H 0.50 -0.21 1.47
H -0.63 -1.69 -0.19
H 0.61 1.70 -1.75
H -2.11 -1.07 -0.77
H -1.82 -1.01 1.05
H 1.60 -0.35 0.31
H -0.26 0.36 -2.48
H 1.83 0.79 1.67
H 0.91 -0.20 -1.30
```

=====

DFT (ωB97M-V with the def2-TZVPD basis set) results for a cluster of 2 separate species, C3H12N2 in total.

Its energy above the lowest of the compared OMol25 structures with the same formula, charge and spin is 96.8 kJ/mol. The value obtained for the LUMO energy is 1.079 eV. The value obtained for the HOMO-LUMO gap is 9.5 eV. Its structure (SMILES) is CNC.CN. As for the HOMO energy: -8.45 eV. Its energy is -230.954442 a.u.

Structure (XYZ):
```
17
C3H12N2, DFT ωB97M-V with the def2-TZVPD basis set
N -0.89 0.68 -0.98
N 1.34 -1.53 2.24
C -1.85 -0.02 -1.82
C 0.68 -0.22 2.10
C 0.52 0.67 -1.35
H 2.23 -1.40 1.77
H -1.24 1.56 -0.63
H 1.39 0.62 2.06
H 1.55 -1.59 3.22
H -2.87 0.26 -1.43
H -1.78 -1.11 -1.88
H 0.82 1.35 -2.16
H -0.01 -0.18 1.23
H 1.19 0.98 -0.57
H -0.09 -0.01 2.84
H -1.84 0.22 -2.90
H 0.84 -0.28 -1.75
```